# 1
Density functional theory data (ωB97M-V/def2-TZVPD) for C25H36N2O4 in the gas phase.

Output
LUMO level = 0.6883 eV
HOMO level = -8.688 eV
largest force on an atom = 0.8 eV Å⁻¹

Geometry (Å):
H1 -1.561845 3.179935 2.029014
C1 3.011875 0.674544 -1.126904
C2 -4.088365 -3.358175 1.339289
H2 5.655999 1.360505 -0.926608
H3 3.427316 1.204349 -1.996105
C3 6.506583 -0.132028 0.378381
H4 -6.286894 1.377734 0.604328
H5 -2.252109 0.084529 0.363043
C4 2.409549 1.710491 -0.174355
H6 6.910804 -1.660989 1.846325
C5 -1.594520 -0.780377 0.245444
C6 1.077832 2.203481 -0.736315
C7 1.919415 -0.232411 -1.613814
C8 -0.447016 -0.891073 -1.953154
H7 -0.608767 -0.521431 0.628031
H8 1.222786 2.595443 -1.766647
H9 -4.202318 -3.167670 -1.251821
C9 5.339274 0.733189 -0.090272
H10 -2.417414 2.796094 -2.130011
H11 -5.061082 -3.593857 0.911159
H12 5.030414 1.389028 0.725626
H13 -2.294816 -1.631510 2.087255
H14 -0.605362 4.802630 0.156815
C10 6.077258 -1.027230 1.536733
C11 -0.592122 3.847182 -0.377492
O1 0.138669 1.144074 -0.815329
H15 5.795883 -0.404490 2.389177
H16 -3.596117 1.896173 2.569461
H17 -3.504491 -4.286052 1.423686
H18 4.517005 -0.819311 -1.308187
C12 0.626269 0.007355 -1.409175
C13 -2.201974 2.819517 1.237499
O2 0.583491 3.194932 0.091256
H19 -1.433439 -2.788986 1.042500
H20 3.066446 2.568328 -0.042149
C14 -2.154848 -1.952385 1.052227
C15 -3.341716 2.096419 1.537941
C16 4.888291 -1.892460 1.129760
H21 2.201816 1.273472 0.801865
H22 -2.535090 -3.682055 -0.883873
C17 -3.820306 1.891628 -0.797438
H23 5.186953 -2.561579 0.319529
H24 -4.746218 -0.967507 0.242528
C18 -2.716867 -1.688693 -1.708978
H25 4.572125 -2.510089 1.973209
O3 -5.485915 -0.364255 0.030444
H26 7.338179 0.504197 0.688455
H27 -4.457933 1.523456 -1.587893
C19 3.727372 -1.017282 0.664225
N1 -1.502068 -1.132717 -1.150141
H28 -4.236278 -2.948703 2.337616
O4 -0.359323 -1.341951 -3.083111
C20 -1.853377 3.076081 -0.082843
H29 -3.478188 -0.901310 -1.752023
H30 -2.488902 -2.030905 -2.719648
H31 3.409436 -0.386388 1.496289
N2 -3.438428 -2.363374 0.509483
H32 2.880990 -1.641585 0.369690
C21 4.164285 -0.147870 -0.515856
C22 -4.162078 1.620278 0.522492
H33 2.199625 -1.128226 -2.143408
C23 -5.387829 0.790427 0.825332
H34 -5.405340 0.533251 1.894965
H35 6.852833 -0.753878 -0.450459
H36 -0.502568 4.039088 -1.455120
C24 -2.675024 2.606215 -1.098113
C25 -3.241806 -2.835191 -0.853801

Cartesian forces (eV/Å) of the 2 atoms listed first:
H 0.080 0.034 0.120
C -0.003 -0.035 0.099

Results of the Löwdin charge analysis, in e, for atoms 1 through 4:
1. H 0.1194
2. C -0.2601
3. C -0.0837
4. H 0.1186

---

# 2
Density functional theory data (ωB97M-V/def2-TZVPD) for 9 unconnected molecules or ions with the total composition BrH16O8.

Output
LUMO level = 3.0705 eV
HOMO level = -6.372 eV
largest force on an atom = 3.2 eV Å⁻¹
total charge = -1

Geometry (Å):
H1 -0.490080 -3.369000 0.348400
O1 3.011920 -1.374000 -1.277600
H2 -3.084080 -0.467000 1.871400
O2 -0.150080 3.446000 -0.107600
H3 -1.026080 -2.250000 0.945400
H4 -2.924080 -0.186000 -2.076600
H5 0.271920 1.922000 1.436400
O3 0.488920 2.151000 2.333400
H6 3.003920 -2.124000 -1.852600
O4 -2.245080 -0.536000 -2.588600
O5 0.728920 -0.671000 2.843400
O6 -2.269080 -0.819000 2.169400
H7 0.544920 -0.492000 1.951400
H8 -0.207080 2.648000 -0.593600
H9 1.099920 0.867000 -2.498600
H10 -1.527080 -0.470000 -1.973600
H11 2.183920 -0.904000 -1.393600
O7 1.493920 0.515000 -3.276600
H12 1.497920 -1.243000 2.570400
H13 1.098920 -0.368000 -3.370600
O8 -1.196080 -3.179000 0.921400
Br1 0.080920 0.107000 -0.261600
H14 -1.803080 -0.048000 1.887400
H15 0.764920 3.744000 -0.308600
H16 0.650920 3.100000 2.301400

Cartesian forces (eV/Å) of the 2 atoms listed first:
H 1.461 -1.296 -1.372
O 0.700 0.285 0.713

Results of the Löwdin charge analysis, in e, for atoms 1 through 4:
1. H -0.0067
2. O -0.0873
3. H 0.0175
4. O -0.0933

---

# 3
Density functional theory data (ωB97M-V/def2-TZVPD) for a molecular structure, C43H55BBrN3O4Sr.

Output
LUMO level = 4.1354 eV
HOMO level = -0.362 eV
largest force on an atom = 2.1 eV Å⁻¹
total charge = -2

Geometry (Å):
C1 0.448498 1.616944 -3.957089
H1 -2.299866 5.527847 -3.047428
H2 2.513591 3.547333 -1.840631
H3 1.588614 0.649879 2.350695
H4 -1.418830 6.041219 -0.763576
H5 4.272127 -0.140009 -4.410841
H6 2.541465 -0.152113 -2.658183
H7 -5.107543 -4.798734 2.141837
C2 3.204783 -1.015033 -2.737011
Br1 -0.372866 -3.383190 -1.564687
H8 -1.377951 -0.373741 4.347486
C3 4.071088 -2.752541 -1.135988
H9 -2.469156 2.812374 -0.510129
C4 3.607608 -1.103100 1.080972
N1 1.092498 2.178886 -0.993787
C5 3.256070 -0.687861 -0.207275
H10 3.317209 -0.972396 3.146953
H11 0.328254 -1.707219 4.032418
H12 2.037533 5.728208 -0.790779
C6 -1.274682 5.058935 -1.198394
H13 -1.241567 -0.250707 -4.529840
H14 0.069362 2.331377 -4.692419
C7 -1.670265 3.511570 -3.029115
C8 -0.258103 4.957647 1.695300
H15 -2.350287 1.120065 -4.411174
H16 2.073580 6.195096 0.918669
H17 -4.627754 -1.129149 1.938305
H18 0.012555 -5.410679 2.933874
C9 4.146166 -2.383924 1.224900
C10 -3.795915 1.714278 -1.722455
C11 0.126370 -2.774413 3.925953
H19 4.777319 -4.200680 0.282323
H20 -3.140085 -0.356913 4.401753
H21 4.353235 1.662652 -1.178067
C12 -3.160383 -4.068943 2.685986
H22 5.006163 0.226333 -2.843758
H23 -2.297494 0.072957 2.926121
H24 2.186820 -1.608268 -4.542222
N2 2.632994 0.569594 -0.421590
H25 -3.833135 -5.407553 1.106483
O1 -3.768925 -2.963973 -0.554009
C13 -1.213595 2.353336 -2.160786
C14 -1.283480 -3.017124 3.458744
H26 -1.280286 -6.190951 3.842912
C15 -1.804747 -4.256561 3.018996
H27 -0.805954 4.067296 2.002852
H28 0.767943 6.756544 -0.142054
C16 2.632940 0.918304 2.494901
H29 0.836811 0.747275 -4.498204
H30 2.733013 1.309900 3.512242
H31 5.734041 -0.606149 2.634193
C17 -1.068203 -5.565272 2.967679
N3 -2.529382 -0.414885 -0.390637
C18 0.590451 4.673758 0.453924
C19 -2.277721 -0.612971 3.778884
C20 -1.731119 0.431955 -3.827878
C21 -4.252930 -1.913140 -1.045985
H32 5.324750 0.920823 1.846711
H33 -4.327203 2.571228 -2.121122
O2 0.233748 0.170908 0.254316
H34 -4.014697 -6.046740 2.743202
H35 -1.332394 -6.151885 2.083539
H36 -2.007665 3.319379 -4.042462
H37 2.871059 1.732278 1.806974
C22 4.494484 -0.546638 -3.420787
H38 -5.668941 -2.986726 -1.585247
C23 -0.879259 0.907830 0.588000
H39 0.371251 5.285235 2.531346
O3 -5.492823 -2.038123 -1.642624
C24 -3.481962 -2.710700 2.902051
C25 -0.668370 1.174713 -3.014137
H40 3.190061 -2.886306 -3.857032
H41 -5.453020 -2.672804 2.035794
C26 4.372141 -3.205401 0.137894
H42 -0.243556 0.432582 -2.325831
C27 -0.280847 4.190299 -0.698843
C28 2.371746 2.590654 -1.364045
H43 1.279428 2.099352 -3.440605
B1 1.241179 0.905133 -0.372715
C29 -4.774938 -2.009313 2.572197
C30 2.511976 -2.064602 -3.602091
C31 -1.816526 4.740325 -2.468561
H44 5.075843 0.741604 3.587273
H45 4.393423 -2.729049 2.224522
C32 -2.011569 0.753842 -0.367778
C33 3.586496 -0.263232 2.355893
C34 -2.325789 -2.068152 3.400667
H46 5.185175 -1.386980 -3.546566
C35 5.019240 0.218658 2.628333
C36 -2.402961 1.952598 -1.190234
H47 -5.273732 -1.676744 3.489136
C37 3.506628 -1.499554 -1.330318
C38 3.284172 1.653901 -1.037675
O4 -0.923323 1.517569 1.620703
H48 0.325563 -3.248020 4.892979
H49 -2.394067 -0.170394 -3.211735
Sr1 -1.853686 -2.668317 0.850746
C39 1.416527 5.907650 0.090133
C40 -0.102136 2.940222 -1.262053
C41 -4.398727 0.521690 -1.640112
H50 4.244255 -3.394539 -1.991968
H51 1.631803 -2.480773 -3.110456
H52 -5.413900 0.397295 -1.998105
C42 -3.731078 -0.623761 -1.062118
H53 0.867926 -3.163903 3.220183
C43 -4.070483 -5.135150 2.140691
H54 1.286116 3.873397 0.712387
H55 -0.988218 5.745313 1.490235

Cartesian forces (eV/Å) of the 2 atoms listed first:
C 0.072 0.118 -0.097
H 0.008 -0.014 0.022

Results of the Löwdin charge analysis, in e, for atoms 1 through 4:
1. C -0.0585
2. H 0.0799
3. H 0.1216
4. H 0.0697

---

# 4
Density functional theory data (ωB97M-V/def2-TZVPD) for C4H7NO2 in the gas phase.

Output
LUMO level = 0.6531 eV
HOMO level = -10.011 eV
largest force on an atom = 0.5 eV Å⁻¹

Geometry (Å):
C1 1.068163 0.339282 0.091510
N1 1.993066 -0.083501 -0.813492
O1 -2.304558 1.322157 0.424855
C2 -0.914138 -1.097687 0.667298
H1 -0.413510 -2.047065 0.452904
C3 -0.386172 0.021275 -0.230277
O2 1.363521 0.950049 1.104008
H2 1.751679 -0.667170 -1.597454
H3 2.968056 0.049634 -0.590764
H4 -0.492830 -0.256328 -1.290726
H5 -1.990054 -1.218239 0.521716
C4 -1.196051 1.299244 -0.046700
H6 -0.708589 2.227558 -0.408219
H7 -0.738586 -0.839213 1.715346

Cartesian forces (eV/Å) of the 2 atoms listed first:
C 0.035 0.095 0.120
N 0.070 -0.024 0.040

Results of the Löwdin charge analysis, in e, for atoms 1 through 4:
1. C -0.5357
2. N 0.1712
3. O 0.0715
4. C -0.0465

---

The records above give, respectively, DFT total energy values of -1384.7122, -3185.6265, -4766.6310, -361.8637 hartree.
The records above give, respectively, HOMO-LUMO gap values of 9.3760, 9.4422, 4.4972, 10.6637 eV.